Entry from the Open Molecules 2025 dataset: a structure of composition C32H36CdN6O12SSe2 in a non-equilibrium geometry (ωB97M-V with the def2-TZVPD basis set).

CARTESIAN COORDINATES (ANGSTROEM)
Cd 0.2908 -0.1446 -0.5680
O 4.0646 -2.9258 3.5757
C 3.1887 -2.3582 2.6965
C 2.6312 -3.0879 1.6522
C 1.7421 -2.4482 0.8146
N 1.4316 -1.1747 0.9986
C 1.9990 -0.4489 1.9581
C 2.8803 -1.0144 2.8544
C 1.6923 1.0681 1.9561
O 2.1526 1.7261 2.8998
O 1.0210 1.5035 0.9645
C 1.1136 -3.1382 -0.4131
O 1.4912 -4.2942 -0.6452
O 0.2690 -2.4389 -1.0569
H 4.1838 -3.8453 3.3223
H 2.8856 -4.1258 1.4634
H 3.3338 -0.4151 3.6319
C -3.4285 1.3089 -1.3407
Se -1.8635 0.6917 -2.3069
C -2.5028 -1.1330 -2.7047
C -2.0936 -1.5013 -4.1342
Se -1.5439 -3.3722 -4.3675
C 0.3761 -3.0674 -4.3935
H -3.5325 0.7656 -0.4033
H -4.2967 1.1771 -1.9849
H -3.2651 2.3674 -1.1478
H -3.5832 -1.1166 -2.5789
H -2.0692 -1.8074 -1.9718
H -1.2376 -0.9090 -4.4523
H -2.9030 -1.3398 -4.8399
H 0.6864 -2.6999 -5.3684
H 0.8523 -4.0181 -4.1633
H 0.6141 -2.3568 -3.6032
O -3.1858 0.2403 2.1237
C -2.1492 -0.3378 1.7702
O -1.7022 -0.5057 0.5955
C -1.3200 -0.9699 2.8804
C -0.8351 -2.2640 2.7235
C -0.1767 -2.8998 3.7595
C 0.0146 -2.2177 4.9511
C -0.4181 -0.9092 5.1132
C -1.0985 -0.2965 4.0772
N 0.6485 -2.9071 6.0770
O 0.9727 -4.0737 5.9351
O 0.8191 -2.2924 7.1168
H -0.9803 -2.7662 1.7750
H 0.1879 -3.9115 3.6599
H -0.2291 -0.4003 6.0472
H -1.4723 0.7141 4.1831
C 2.4787 3.5781 -4.4903
C 2.6515 2.2478 -5.2216
C 3.0167 1.0909 -4.2953
C 3.2598 -0.2244 -5.1042
C 4.3150 -0.1391 -6.2090
C 4.2960 1.3844 -3.5503
O 5.2353 2.0070 -4.0283
N 4.3652 0.8140 -2.3222
C 3.3169 0.1600 -1.6174
O 3.6544 -0.4155 -0.6011
N 2.0470 0.2396 -2.1144
C 1.8330 0.7111 -3.3742
O 0.7256 0.7085 -3.8938
H 2.2448 4.3742 -5.2011
H 3.3942 3.8534 -3.9638
H 1.6611 3.5198 -3.7681
H 3.4400 2.3505 -5.9674
H 1.7197 1.9837 -5.7231
H 2.2966 -0.5138 -5.5256
H 3.5483 -1.0047 -4.3936
H 3.9495 0.4301 -7.0661
H 4.5669 -1.1443 -6.5558
H 5.2279 0.3384 -5.8482
H 5.2318 0.8827 -1.8143
C 2.3884 4.9673 2.3670
C 1.3460 5.2762 1.3417
C 0.7923 6.5050 1.1355
C -0.2138 6.6118 0.1375
N -0.5759 5.6178 -0.6361
C 0.0543 4.4049 -0.5017
S -0.1184 3.0727 -1.4432
N 0.9385 4.2651 0.5669
C -0.9304 7.9171 -0.0621
H 2.6135 5.8493 2.9619
H 3.3013 4.6235 1.8775
H 2.0489 4.1617 3.0223
H 1.0951 7.3585 1.7255
H 1.2910 3.3123 0.6988
H -0.3213 8.7630 0.2617
H -1.8575 7.9148 0.5176
H -1.1960 8.0268 -1.1122

Calculated values
Frontier orbital gap, eV: 7.0614
Relative energy (zero: lowest compared OMol25 entry of this formula, charge and spin), kJ/mol: 0.0
Lowest unoccupied orbital energy, Ha: 0.1416
Total charge: -2
HOMO, eV: -3.21

Atom charges from the Löwdin analysis, given in e for atoms 1 to 8:
1. Cd 1.361
2. O 0.055
3. C -0.286
4. C 0.050
5. C -0.203
6. N 0.049
7. C -0.182
8. C 0.063